Computed, not measured: an isolated molecule of C2H2ClN3O, with wB97M-V/def2-TZVPD.

Structure (XYZ):
```
9
C2H2ClN3O, DFT wB97M-V/def2-TZVPD
N 0.488 -2.607 0.077
C 0.797 -1.490 0.138
N 0.975 -0.188 0.191
Cl 2.530 0.531 0.035
C -0.083 0.776 0.086
N -1.393 0.412 0.040
O 0.252 1.921 0.132
H -1.560 -0.489 -0.457
H -2.006 1.133 -0.242
```

Summary:
Orbital gap (eV): 10.18
E_HOMO (Eh): -0.384
SMILES string: N#CN(Cl)C(N)=O
Energy above the lowest of the compared OMol25 structures with the same formula, charge and spin (kcal per mole): 12.3
LUMO (eV): -0.27
Total charge: 0
Molar mass (g/mol): 119.5
F_max (Eh/bohr): 0.072

Atom charges from the Mulliken analysis, given in e for atoms 1 to 8: atom 1 (N): -0.413, atom 2 (C): 0.458, atom 3 (N): -0.104, atom 4 (Cl): 0.005, atom 5 (C): 0.506, atom 6 (N): -0.443, atom 7 (O): -0.538, atom 8 (H): 0.259